1.
This record from OMol25 describes a molecular structure, C2H10NSi. The level of theory is the ωB97M-V functional and the def2-TZVPD basis.

The value obtained for the HOMO energy is -16.3795 eV. The calculation puts the largest force on an atom at 0.0599 hartree/bohr.

Geometry as ORCA input:
```
! RIJCOSX wB97M-V def2-TZVPD def2/J DEFGRID3
* xyz 1 1
C 2.095 -0.160 -1.113
C -1.992 0.509 1.288
N -0.782 0.432 0.330
Si 0.691 -1.160 -0.402
H 2.049 -0.533 -2.183
H 2.023 0.924 -1.192
H 3.046 -0.338 -0.591
H -1.428 0.239 2.169
H -2.826 -0.168 0.916
H -0.110 1.224 0.663
H 0.807 -1.693 0.936
H -0.971 0.758 -0.598
H -2.414 1.494 1.292
H -0.187 -1.528 -1.514
*
```

=====

2.
This record from OMol25 describes a molecular structure, C2H10NSi. The level of theory is the ωB97M-V functional and the def2-TZVPD basis.

The value obtained for the HOMO energy is -15.6837 eV. The calculation puts the largest force on an atom at 0.0817 hartree/bohr.

Geometry as ORCA input:
```
! RIJCOSX wB97M-V def2-TZVPD def2/J DEFGRID3
* xyz 1 1
C 2.071 0.857 -0.315
C -2.211 -0.267 0.608
N -0.917 0.034 0.079
Si 1.320 -0.905 -0.167
H 3.126 0.750 0.206
H 2.231 1.084 -1.453
H 1.560 1.741 0.073
H -2.017 -0.608 1.606
H -2.921 -0.959 0.090
H -0.582 0.805 0.795
H 1.683 -1.441 1.114
H -0.992 0.446 -0.908
H -2.784 0.670 0.683
H 1.091 -1.762 -1.291
*
```

=====

3.
This record from OMol25 describes 3 unconnected molecules or ions with the total composition C2H10O3. The level of theory is the ωB97M-V functional and the def2-TZVPD basis.

As for the structure (SMILES): CCO.O.O. The value obtained for the HOMO energy is -10.6019 eV. The calculation puts the largest force on an atom at 0.0413 hartree/bohr.

Geometry as ORCA input:
```
! RIJCOSX wB97M-V def2-TZVPD def2/J DEFGRID3
* xyz 0 1
C -1.516 -0.632 -1.347
C -0.668 -0.526 -0.086
O 0.642 -1.022 -0.356
H -2.507 -0.974 -1.085
H -1.633 0.351 -1.791
H -1.244 -1.554 -1.907
H -0.998 -1.214 0.676
H -0.696 0.534 0.124
H 0.604 -1.908 -0.720
O 1.584 2.382 -0.983
H 1.977 1.731 -1.563
H 1.359 2.169 -0.051
O 1.252 0.536 3.190
H 1.515 -0.154 2.557
H 0.328 0.280 3.342
*
```

=====

4.
This record from OMol25 describes 4 unconnected molecules or ions with the total composition C2H10O4. The level of theory is the ωB97M-V functional and the def2-TZVPD basis.

As for the structure (SMILES): CC=O.O.O.O. The value obtained for the HOMO energy is -10.6582 eV. The calculation puts the largest force on an atom at 0.0711 hartree/bohr.

Geometry as ORCA input:
```
! RIJCOSX wB97M-V def2-TZVPD def2/J DEFGRID3
* xyz 0 1
C -1.729 0.993 -0.611
C -1.738 1.252 0.862
O -0.761 1.334 1.646
H -2.443 1.473 -1.329
H -1.779 -0.094 -0.881
H -0.790 1.325 -1.043
H -2.691 1.388 1.281
O 1.493 0.091 1.410
H 0.657 0.582 1.421
H 1.514 0.198 2.402
O 0.758 -2.420 -0.176
H 1.246 -2.935 -0.828
H 1.389 -2.334 0.516
O 1.451 -0.383 -1.886
H 1.156 -0.544 -0.987
H 2.267 0.074 -1.797
*
```

=====

5.
This record from OMol25 describes a molecular structure, C2H11N2O. The level of theory is the ωB97M-V functional and the def2-TZVPD basis.

The value obtained for the HOMO energy is -15.2444 eV. The calculation puts the largest force on an atom at 0.1053 hartree/bohr.

Geometry as ORCA input:
```
! RIJCOSX wB97M-V def2-TZVPD def2/J DEFGRID3
* xyz 1 1
C -0.710 -2.448 1.335
N -0.429 -1.007 1.234
H -1.075 -2.734 2.302
H -1.300 -3.002 0.521
H 0.160 -3.110 1.385
H -0.207 -0.624 2.153
H -1.372 -0.562 1.029
H 0.156 -0.503 0.147
N 0.996 0.203 -0.737
C 0.730 1.693 -0.661
O -0.494 1.901 -1.459
H 0.844 -0.307 -1.664
H 1.951 -0.101 -0.408
H 0.533 1.797 0.604
H 1.484 2.375 -0.964
H -1.305 1.725 -0.952
*
```

=====

6.
This record from OMol25 describes 3 unconnected molecules or ions with the total composition C2H11N2O2. The level of theory is the ωB97M-V functional and the def2-TZVPD basis.

The value obtained for the HOMO energy (spin up / spin down) is -5.1957 / -8.1751 eV. The calculation puts the largest force on an atom at 0.0439 hartree/bohr.

Geometry as ORCA input:
```
! RIJCOSX wB97M-V def2-TZVPD def2/J DEFGRID3
* xyz 0 2
C -1.413 0.517 -0.693
N -0.077 0.884 -0.184
C 0.349 2.155 -0.437
N 1.075 2.898 0.508
H -2.108 1.014 -0.026
H -1.434 0.888 -1.722
H -1.446 -0.559 -0.820
H 0.377 0.046 0.160
H 0.346 2.427 -1.498
H 1.755 2.306 0.947
H 1.389 3.797 0.200
H -1.150 -3.244 -0.486
H -0.965 -3.939 0.820
O -0.456 -3.631 0.061
H 1.596 -1.592 1.700
H 0.929 -2.441 0.662
O 1.234 -1.526 0.808
*
```

=====

7.
This record from OMol25 describes 3 unconnected molecules or ions with the total composition C2H11N2O2. The level of theory is the ωB97M-V functional and the def2-TZVPD basis.

The value obtained for the HOMO energy (spin up / spin down) is -19.6510 / -19.8356 eV. The calculation puts the largest force on an atom at 0.0547 hartree/bohr.

Geometry as ORCA input:
```
! RIJCOSX wB97M-V def2-TZVPD def2/J DEFGRID3
* xyz 2 2
C 0.483 -0.224 0.560
C 0.840 -1.570 0.732
N 0.952 -2.079 1.931
N 0.126 0.307 -0.748
H 0.538 0.499 1.356
H 1.268 -2.124 -0.099
H 0.864 -1.539 2.791
H 0.972 -3.093 2.048
H -0.920 0.091 -0.843
H 0.609 -0.292 -1.418
H 0.369 1.321 -0.703
H 1.087 2.847 -1.851
H 0.645 3.824 -0.830
O 0.418 2.937 -1.151
H -2.749 -0.134 0.198
H -3.040 -0.229 -1.342
O -2.461 -0.541 -0.631
*
```

=====

8.
This record from OMol25 describes 3 unconnected molecules or ions with the total composition C2H11N3O2. The level of theory is the ωB97M-V functional and the def2-TZVPD basis.

As for the structure (SMILES): [H]/N=C(\N)NC.O.O. The value obtained for the HOMO energy is -9.0288 eV. The calculation puts the largest force on an atom at 0.0351 hartree/bohr.

Geometry as ORCA input:
```
! RIJCOSX wB97M-V def2-TZVPD def2/J DEFGRID3
* xyz 0 1
H -1.809 0.894 -1.317
N -0.928 1.272 -1.005
C -0.139 0.346 -0.684
N -0.486 -1.027 -0.642
N 1.082 0.687 -0.049
C 2.143 -0.266 0.140
H 0.219 -1.642 -1.009
H -0.960 -1.288 0.190
H 1.426 1.556 -0.416
H 2.074 -1.211 -0.417
H 3.097 0.056 -0.286
H 2.175 -0.581 1.189
O -0.735 4.238 3.010
H -0.623 4.500 3.944
H -0.051 3.638 2.769
O -1.880 -3.855 -1.539
H -2.669 -4.312 -1.898
H -1.937 -3.003 -1.979
*
```

=====

9.
This record from OMol25 describes a molecular structure, C2H11N3P. The level of theory is the ωB97M-V functional and the def2-TZVPD basis.

The value obtained for the HOMO energy is -13.4208 eV. The calculation puts the largest force on an atom at 0.0674 hartree/bohr.

Geometry as ORCA input:
```
! RIJCOSX wB97M-V def2-TZVPD def2/J DEFGRID3
* xyz 1 1
C 0.941 0.988 0.564
C -0.571 -0.240 0.053
N 1.941 0.641 -0.370
N -0.455 -1.444 0.767
N -0.101 -0.482 -1.347
P -2.145 0.773 0.057
H 1.114 0.735 1.602
H 0.517 1.972 0.426
H 2.382 1.434 -0.823
H 2.642 0.004 -0.002
H -1.337 -1.902 0.963
H 0.097 -1.407 1.611
H -0.617 0.064 -2.043
H 0.955 -0.122 -1.288
H -0.134 -1.477 -1.577
H -2.987 -0.343 -0.037
H -2.243 0.805 1.445
*
```

=====

10.
This record from OMol25 describes a molecular structure, C2H11N4. The level of theory is the ωB97M-V functional and the def2-TZVPD basis.

The value obtained for the HOMO energy is -14.2701 eV. The calculation puts the largest force on an atom at 0.0359 hartree/bohr.

Geometry as ORCA input:
```
! RIJCOSX wB97M-V def2-TZVPD def2/J DEFGRID3
* xyz 1 1
C 1.095 -0.458 -0.694
C -0.134 0.426 -0.890
N 1.437 -0.580 0.720
N 0.061 1.561 0.581
N -1.322 -0.184 -0.697
N -1.424 -1.051 0.407
H 1.938 -0.022 -1.229
H 0.856 -1.423 -1.161
H -0.120 1.086 -1.746
H 2.394 -0.890 0.835
H 0.826 -1.249 1.178
H 0.507 2.422 0.285
H 0.718 0.908 1.074
H -2.172 0.267 -1.019
H -0.818 1.744 1.044
H -1.876 -1.920 0.148
H -1.964 -0.637 1.163
*
```

=====

11.
This record from OMol25 describes a gas-phase ion, C2H11N5 (charge +2). The level of theory is the ωB97M-V functional and the def2-TZVPD basis.

As for the structure (SMILES): C/[N+]([NH3+])=C(/N)NN. The value obtained for the HOMO energy is -18.3007 eV. The calculation puts the largest force on an atom at 0.1109 hartree/bohr.

Geometry as ORCA input:
```
! RIJCOSX wB97M-V def2-TZVPD def2/J DEFGRID3
* xyz 2 1
C -1.433 0.077 -1.269
N -0.897 -0.593 -0.175
N -1.830 -0.482 0.930
C 0.547 -0.073 0.260
N 0.682 0.817 1.301
N 1.482 -0.367 -0.617
N 2.794 0.107 -0.609
H -1.783 1.056 -1.008
H -0.653 -0.008 -2.053
H -2.213 -0.556 -1.699
H -2.768 -0.852 0.472
H -1.878 0.517 1.243
H -1.586 -1.167 1.726
H 0.194 0.867 2.229
H 1.552 1.481 1.147
H 1.309 -1.104 -1.350
H 3.508 -0.636 -0.522
H 2.973 0.917 -0.005
*
```

=====

12.
This record from OMol25 describes a molecular structure, C2H11N5O. The level of theory is the ωB97M-V functional and the def2-TZVPD basis.

The value obtained for the HOMO energy is -16.8547 eV. The calculation puts the largest force on an atom at 0.1471 hartree/bohr.

Geometry as ORCA input:
```
! RIJCOSX wB97M-V def2-TZVPD def2/J DEFGRID3
* xyz 2 1
C -0.253 0.112 -1.013
C -2.762 -0.240 -0.178
N -1.203 -0.499 -0.009
N 0.765 1.736 0.203
N 2.821 -0.911 0.448
N 0.919 0.568 -0.350
N 1.550 -0.833 0.649
O -3.384 -1.025 0.560
H -0.130 -0.605 -1.791
H -0.897 0.879 -1.398
H -3.101 0.685 -0.804
H -1.114 -1.427 0.373
H -0.104 1.557 0.911
H 1.556 2.132 0.576
H 3.067 -1.260 -0.435
H 3.544 -0.250 0.939
H 1.677 0.644 -1.070
H 1.386 -0.417 1.621
H -4.336 -0.846 0.769
*
```

=====

13.
This record from OMol25 describes 3 unconnected molecules or ions with the total composition C2H11NO2. The level of theory is the ωB97M-V functional and the def2-TZVPD basis.

The value obtained for the HOMO energy (spin up / spin down) is -14.4692 / -14.4689 eV. The calculation puts the largest force on an atom at 0.0771 hartree/bohr.

Geometry as ORCA input:
```
! RIJCOSX wB97M-V def2-TZVPD def2/J DEFGRID3
* xyz 1 2
C 1.895 -0.765 0.090
C 0.539 -0.421 -0.547
N -0.193 -1.549 -1.043
H 2.680 -0.860 -0.703
H 2.271 0.134 0.562
H 1.880 -1.730 0.559
H -0.047 0.026 0.274
H 0.687 0.398 -1.285
H -1.134 -1.311 -1.354
H 0.489 -1.977 -1.679
H -1.281 -1.471 1.677
H -1.228 -0.348 2.862
O -0.751 -0.865 2.205
H -1.350 3.404 -0.058
H -2.339 4.105 -0.950
O -2.117 3.231 -0.609
*
```

=====

14.
This record from OMol25 describes 3 unconnected molecules or ions with the total composition C2H11NO2S2. The level of theory is the ωB97M-V functional and the def2-TZVPD basis.

As for the structure (SMILES): NCCSS.O.O. The value obtained for the HOMO energy is -8.9117 eV. The calculation puts the largest force on an atom at 0.0483 hartree/bohr.

Geometry as ORCA input:
```
! RIJCOSX wB97M-V def2-TZVPD def2/J DEFGRID3
* xyz 0 1
N -0.969 0.271 -2.712
C -0.394 -0.599 -1.701
C 0.550 0.195 -0.728
S 1.543 -1.119 0.200
S 3.096 0.023 0.882
H -0.916 -0.112 -3.641
H -1.867 0.673 -2.508
H 0.256 -1.355 -2.103
H -1.200 -0.955 -1.062
H 0.046 0.878 -0.041
H 1.195 0.746 -1.438
H 3.974 -0.319 -0.084
O -2.304 0.498 1.692
H -3.049 0.984 2.051
H -1.641 0.470 2.394
O 0.255 0.121 2.868
H 0.746 0.074 3.696
H 0.679 -0.472 2.235
*
```

=====

15.
This record from OMol25 describes 3 unconnected molecules or ions with the total composition C2H11NO3. The level of theory is the ωB97M-V functional and the def2-TZVPD basis.

As for the structure (SMILES): CNCO.O.O. The value obtained for the HOMO energy is -9.2231 eV. The calculation puts the largest force on an atom at 0.0908 hartree/bohr.

Geometry as ORCA input:
```
! RIJCOSX wB97M-V def2-TZVPD def2/J DEFGRID3
* xyz 0 1
C 1.178 -0.742 0.209
N 0.851 -0.784 -1.315
C 0.504 0.420 -1.816
O -0.591 0.907 -1.069
H 2.330 -0.536 0.145
H 1.112 -1.647 0.855
H 0.778 0.100 0.761
H 0.574 -1.638 -1.796
H 1.281 1.226 -1.605
H 0.063 0.655 -2.899
H -1.388 0.536 -1.537
O -0.854 -1.708 2.535
H -0.893 -1.793 1.547
H 0.152 -1.789 2.584
O -1.943 2.585 1.091
H -1.353 2.398 1.765
H -1.801 1.811 0.546
*
```

=====

16.
This record from OMol25 describes 4 unconnected molecules or ions with the total composition C2H11O4. The level of theory is the ωB97M-V functional and the def2-TZVPD basis.

The value obtained for the HOMO energy is -4.4754 eV. The calculation puts the largest force on an atom at 0.0552 hartree/bohr.

Geometry as ORCA input:
```
! RIJCOSX wB97M-V def2-TZVPD def2/J DEFGRID3
* xyz -1 1
C -0.871 -0.433 -0.572
O 0.051 0.381 -0.045
C -1.354 -1.615 0.402
H -1.767 0.090 -0.967
H -0.602 -1.003 -1.512
H -1.116 -2.538 -0.151
H -0.612 -1.571 1.206
H -2.332 -1.842 0.846
H 0.188 1.791 2.224
H -0.525 1.093 1.183
O -0.748 1.697 2.013
H 2.405 -1.083 -0.485
H 1.449 -0.389 0.488
O 2.278 -0.951 0.446
H 1.381 1.897 -2.415
H 0.869 1.979 -0.981
O 1.304 2.496 -1.679
*
```